# 1
This record from the Open Molecules 2025 dataset describes a structure of composition C54H40F5N2O6P2RuS2Te in a non-equilibrium geometry. The level of theory is the ωB97M-V functional and the def2-TZVPD basis.

Last column: Löwdin charge in e.
Cartesian coordinates (Å):
Ru1 -0.87 0.83 -1.56  1.29
C1 3.54 1.89 3.77  -0.01
C2 3.13 0.48 3.30  -0.43
C3 3.96 -0.57 4.05  -0.02
C4 3.40 0.37 1.81  -0.09
C5 4.69 0.41 1.31  -0.01
C6 4.96 0.31 -0.04  -0.05
C7 3.92 0.16 -0.94  -0.07
C8 2.60 0.14 -0.48  -0.23
P1 1.30 0.00 -1.74  1.10
C9 1.49 1.48 -2.79  -0.39
C10 0.72 1.48 -3.97  -0.12
C11 0.67 2.61 -4.76  -0.07
C12 1.38 3.74 -4.39  -0.07
C13 2.13 3.75 -3.22  -0.07
C14 2.19 2.62 -2.42  -0.09
C15 1.78 -1.34 -2.87  -0.32
C16 2.61 -1.05 -3.96  -0.10
C17 3.02 -2.07 -4.80  -0.07
C18 2.59 -3.37 -4.58  -0.07
C19 1.78 -3.66 -3.51  -0.05
C20 1.37 -2.65 -2.65  -0.08
C21 2.36 0.25 0.89  -0.17
O1 1.05 0.25 1.26  0.02
C22 0.71 0.22 2.57  -0.14
C23 -0.66 0.13 2.85  -0.17
C24 -1.07 0.02 4.17  -0.09
C25 -0.15 0.05 5.20  -0.05
C26 1.19 0.20 4.90  -0.01
C27 1.66 0.28 3.59  -0.08
P2 -1.94 0.25 1.60  0.88
C28 -3.21 -0.92 2.06  -0.30
C29 -4.55 -0.62 1.78  -0.08
C30 -5.52 -1.60 1.94  -0.06
C31 -5.16 -2.86 2.38  -0.05
C32 -3.83 -3.16 2.67  -0.05
C33 -2.86 -2.20 2.51  -0.11
C34 -2.67 1.90 1.65  -0.26
C35 -2.71 2.66 2.82  -0.06
C36 -3.28 3.92 2.80  -0.07
C37 -3.82 4.43 1.63  -0.07
C38 -3.79 3.67 0.47  -0.05
C39 -3.22 2.41 0.48  -0.09
H1 4.60 2.07 3.59  0.09
H2 3.35 2.00 4.84  0.09
H3 2.97 2.65 3.24  0.10
H4 5.02 -0.45 3.85  0.08
H5 3.67 -1.58 3.75  0.10
H6 3.83 -0.48 5.13  0.08
H7 5.52 0.53 2.00  0.11
H8 5.98 0.33 -0.40  0.11
H9 4.12 0.06 -1.99  0.11
H10 0.18 0.58 -4.26  0.11
H11 0.06 2.61 -5.66  0.12
H12 1.34 4.63 -5.01  0.11
H13 2.67 4.64 -2.93  0.11
H14 2.76 2.64 -1.50  0.11
H15 2.94 -0.04 -4.16  0.10
H16 3.67 -1.84 -5.64  0.11
H17 2.89 -4.16 -5.27  0.11
H18 1.43 -4.67 -3.34  0.11
H19 0.72 -2.87 -1.82  0.01
H20 -2.13 -0.10 4.40  0.12
H21 -0.47 -0.05 6.23  0.11
H22 1.91 0.25 5.71  0.12
H23 -4.83 0.35 1.41  0.10
H24 -6.55 -1.37 1.70  0.11
H25 -5.91 -3.63 2.48  0.11
H26 -3.56 -4.16 2.98  0.12
H27 -1.82 -2.44 2.71  0.10
H28 -2.28 2.28 3.74  0.10
H29 -3.30 4.51 3.71  0.11
H30 -4.27 5.41 1.62  0.11
H31 -4.22 4.05 -0.45  0.12
H32 -3.23 1.82 -0.43  0.08
F1 -2.83 0.76 -2.40  -0.58
Te1 -3.15 -1.30 -1.58  1.93
F2 -1.14 -0.78 -2.76  -0.60
F3 -4.22 -2.79 -0.99  -0.50
F4 -3.68 -1.76 -3.30  -0.41
F5 -4.81 -0.39 -1.25  -0.47
O2 -1.45 -0.04 0.19  -0.59
O3 -2.02 4.03 -3.85  0.14
C40 -1.51 4.00 -2.76  -0.38
N1 -1.12 2.86 -2.03  0.04
C41 -0.52 3.22 -0.89  -0.43
O4 -0.11 2.23 -0.20  -0.09
C42 -0.49 4.65 -0.72  -0.08
C43 -0.03 5.50 0.28  0.00
C44 -0.24 6.85 0.10  -0.06
C45 -0.89 7.35 -1.04  -0.05
C46 -1.35 6.51 -2.04  0.01
C47 -1.14 5.15 -1.87  -0.07
H33 0.46 5.11 1.16  0.12
H34 0.10 7.55 0.86  0.11
H35 -1.03 8.42 -1.14  0.11
H36 -1.85 6.89 -2.92  0.12
O5 -1.32 -7.30 -3.03  -0.30
S1 -1.56 -7.00 -1.64  0.63
O6 -2.49 -7.81 -0.91  -0.29
N2 -1.93 -5.40 -1.46  -0.07
C48 -1.05 -4.79 -0.74  -0.77
S2 -1.12 -3.14 -0.29  0.62
C49 0.12 -5.63 -0.30  -0.23
C50 1.24 -5.27 0.43  -0.04
C51 2.20 -6.25 0.67  -0.07
C52 2.05 -7.54 0.19  -0.07
C53 0.92 -7.90 -0.54  -0.03
C54 -0.02 -6.92 -0.77  -0.23
H37 1.34 -4.26 0.80  0.09
H38 3.09 -5.99 1.23  0.10
H39 2.81 -8.28 0.38  0.10
H40 0.78 -8.91 -0.91  0.12

Computed properties:
frontier orbital gap (spin up / spin down)	6.603 / 6.543	eV
<S²>	0.761
HOMO level (spin up / spin down)	-7.681 / -7.680	eV
multiplicity	2
energy above the lowest of the compared OMol25 structures with the same formula, charge and spin	0.000	eV
E	-135625.786	eV

=====

# 2
This record from the Open Molecules 2025 dataset describes a structure of composition C54H40I2N7O6S3Sc. The level of theory is the ωB97M-V functional and the def2-TZVPD basis.

Last column: Löwdin charge in e.
Cartesian coordinates (Å):
Sc1 -0.38 0.80 0.10  1.05
I1 -3.05 7.59 2.41  0.86
C1 -2.01 5.82 2.06  -0.74
C2 -1.76 4.94 3.10  -0.22
C3 -1.08 3.76 2.85  -0.62
I2 -0.71 2.42 4.40  1.00
C4 -0.64 3.43 1.57  -0.42
O1 -0.02 2.30 1.31  -0.23
C5 -0.89 4.34 0.53  -0.16
C6 -0.40 3.96 -0.84  -0.12
N1 -0.98 2.68 -1.32  -0.09
C7 -2.43 2.77 -1.53  -0.13
C8 -3.21 2.39 -0.30  -0.24
C9 -4.50 2.87 -0.13  0.01
C10 -5.19 2.56 1.02  -0.03
C11 -4.55 1.80 2.00  -0.03
C12 -3.27 1.36 1.74  -0.13
N2 -2.62 1.60 0.60  0.08
C13 -1.57 5.52 0.77  -0.10
H1 -2.09 5.18 4.11  0.08
H2 0.69 3.82 -0.81  0.12
H3 -0.62 4.76 -1.54  0.13
H4 -0.56 2.50 -2.22  0.10
H5 -2.73 2.09 -2.33  0.11
H6 -2.72 3.79 -1.82  0.13
H7 -4.94 3.49 -0.90  0.13
H8 -6.20 2.92 1.18  0.12
H9 -5.03 1.57 2.94  0.11
H10 -2.73 0.81 2.50  0.08
H11 -1.77 6.20 -0.04  0.10
S1 6.20 1.74 3.20  1.04
C14 7.19 2.73 2.21  -0.39
C15 6.60 3.02 1.02  -0.14
C16 5.32 2.42 0.90  -0.08
C17 4.96 1.69 2.00  -0.48
C18 3.73 0.92 2.21  -0.16
C19 2.71 0.95 1.23  -0.02
N3 1.58 0.30 1.33  0.07
C20 1.33 -0.41 2.46  -0.16
C21 2.29 -0.53 3.47  -0.13
C22 2.00 -1.35 4.62  0.00
C23 0.82 -2.01 4.72  -0.01
C24 -0.19 -1.87 3.71  -0.12
C25 -1.42 -2.54 3.77  0.05
C26 -2.36 -2.36 2.78  -0.18
C27 -2.04 -1.46 1.76  -0.07
N4 -0.91 -0.79 1.69  0.07
C28 0.05 -1.03 2.62  -0.15
C29 -3.66 -3.03 2.78  -0.49
C30 -4.51 -3.21 1.71  -0.12
C31 -5.70 -3.90 2.06  -0.17
C32 -5.74 -4.22 3.38  -0.41
S2 -4.34 -3.71 4.21  1.06
C33 3.50 0.15 3.32  0.04
H12 8.16 3.04 2.56  0.07
H13 7.06 3.60 0.23  0.09
H14 4.71 2.54 0.02  0.10
H15 2.85 1.53 0.33  0.11
H16 2.75 -1.44 5.39  0.12
H17 0.62 -2.65 5.58  0.12
H18 -1.61 -3.20 4.61  0.11
H19 -2.77 -1.23 0.98  0.12
H20 -4.27 -2.89 0.71  0.10
H21 -6.49 -4.13 1.37  0.11
H22 -6.52 -4.74 3.92  0.07
H23 4.25 0.07 4.10  0.11
N5 1.28 0.79 -1.81  0.07
C34 2.60 1.29 -2.11  -0.32
C35 3.69 0.44 -2.01  -0.04
C36 4.98 0.93 -2.20  -0.05
C37 5.17 2.27 -2.49  -0.27
C38 4.08 3.12 -2.61  -0.04
C39 2.79 2.63 -2.42  -0.03
S3 6.85 2.93 -2.60  0.40
O2 7.63 1.97 -1.84  -0.35
O3 6.73 4.24 -1.97  -0.36
O4 7.12 2.95 -4.02  -0.34
H24 1.36 -0.21 -1.67  0.04
H25 0.69 0.89 -2.62  0.10
H26 3.54 -0.61 -1.76  0.12
H27 5.84 0.29 -2.09  0.12
H28 4.26 4.16 -2.82  0.12
H29 1.94 3.30 -2.51  0.10
O5 -3.55 0.11 -2.67  0.07
C40 -2.67 -0.65 -2.33  -0.51
N6 -2.55 -1.96 -2.75  0.15
C41 -1.33 -2.59 -2.29  -0.25
C42 -0.83 -1.45 -1.40  -0.45
O6 0.19 -1.46 -0.68  -0.05
N7 -1.61 -0.37 -1.45  0.12
C43 -1.59 -3.84 -1.45  -0.13
C44 -0.55 -4.42 -0.72  -0.02
C45 -0.77 -5.56 0.03  -0.06
C46 -2.03 -6.15 0.06  -0.08
C47 -3.06 -5.59 -0.68  -0.08
C48 -2.85 -4.44 -1.42  -0.04
C49 -0.36 -2.89 -3.43  -0.12
C50 -0.87 -3.38 -4.63  -0.03
C51 -0.02 -3.67 -5.69  -0.07
C52 1.35 -3.48 -5.57  -0.08
C53 1.86 -3.02 -4.37  -0.06
C54 1.02 -2.73 -3.31  -0.03
H30 -3.08 -2.26 -3.54  0.14
H31 0.43 -3.96 -0.74  0.11
H32 0.04 -5.99 0.60  0.11
H33 -2.20 -7.04 0.64  0.10
H34 -4.04 -6.05 -0.67  0.11
H35 -3.67 -4.00 -1.98  0.11
H36 -1.93 -3.55 -4.75  0.11
H37 -0.44 -4.05 -6.62  0.11
H38 2.01 -3.70 -6.40  0.11
H39 2.93 -2.87 -4.26  0.11
H40 1.44 -2.40 -2.37  0.10

Computed properties:
frontier orbital gap	6.384	eV
HOMO level	-7.670	eV
multiplicity	1
energy above the lowest of the compared OMol25 structures with the same formula, charge and spin	0.465	eV
E	-148779.271	eV